{"formula": "C26H52Cl23NO8", "method": "ωB97M-V with the def2-TZVPD basis set", "elements": ["C", "C", "C", "C", "N", "C", "C", "C", "C", "C", "H", "H", "H", "H", "H", "H", "H", "H", "H", "H", "H", "H", "H", "H", "H", "H", "H", "H", "H", "H", "Cl", "O", "O", "O", "O", "C", "Cl", "Cl", "Cl", "Cl", "C", "Cl", "Cl", "Cl", "Cl", "C", "Cl", "Cl", "Cl", "Cl", "C", "C", "O", "O", "H", "H", "H", "H", "H", "H", "C", "C", "O", "O", "H", "H", "H", "H", "H", "H", "Cl", "C", "C", "Cl", "H", "H", "H", "H", "Cl", "C", "C", "Cl", "H", "H", "H", "H", "Cl", "C", "C", "Cl", "H", "H", "H", "H", "Cl", "C", "C", "Cl", "H", "H", "H", "H", "Cl", "C", "C", "Cl", "H", "H", "H", "H"], "coordinates": [[-3.957204, 1.914753, -1.372908], [-3.138524, 0.827393, -2.083358], [-1.613424, 0.937943, -1.912548], [-1.090904, 1.088673, -0.480868], [0.438646, 0.976233, -0.330658], [0.903176, -0.451057, -0.687708], [2.195696, -0.578027, 0.118822], [2.122126, 0.402563, 1.273022], [0.825416, 1.159993, 1.175622], [1.167906, 2.069073, -1.142698], [-5.000014, 1.847033, -1.682858], [-3.522614, 2.867983, -1.673868], [-3.829284, 1.884833, -0.290858], [-3.554974, 0.688423, -3.081038], [-3.327844, -0.135467, -1.608848], [-1.362064, 1.849593, -2.454588], [-1.142564, 0.130273, -2.472948], [-1.617744, 0.455933, 0.233412], [-1.245884, 2.106213, -0.122138], [0.981456, -0.462837, -1.774838], [0.151786, -1.191237, -0.412668], [3.118486, -0.449547, -0.446918], [2.207996, -1.595947, 0.508422], [2.956646, 1.103743, 1.267732], [2.278226, -0.099997, 2.227572], [1.009466, 2.184863, 1.497932], [0.019756, 0.719103, 1.762672], [2.133836, 2.378983, -0.743898], [0.562946, 2.958653, -0.967288], [1.119746, 1.824983, -2.203918], [0.092416, -3.521947, 2.008932], [1.338236, -2.927857, 2.462632], [-0.810304, -2.477417, 1.699532], [0.406326, -4.397737, 0.909602], [-0.429894, -4.343877, 3.116802], [-5.509754, -3.699717, -0.481678], [-5.533004, -2.078767, -1.243138], [-6.915484, -3.752237, 0.634802], [-5.706024, -5.098097, -1.600568], [-4.070464, -3.959637, 0.441512], [-2.223384, 5.380303, -4.499668], [-3.017104, 6.917523, -5.093368], [-1.485104, 5.764073, -2.945818], [-3.499924, 4.179483, -4.348958], [-1.038994, 4.809133, -5.628838], [-7.038124, 4.841973, -2.045988], [-6.734244, 6.118243, -3.262098], [-8.413974, 5.268473, -1.005208], [-7.411614, 3.365103, -2.915468], [-5.626044, 4.535173, -0.979218], [4.710326, -2.495547, 5.869692], [3.563436, -2.807857, 4.839132], [2.455416, -3.549017, 5.366892], [5.253026, -3.627017, 6.472182], [4.396886, -1.844407, 6.685712], [5.544246, -1.981767, 5.391442], [3.939306, -3.292527, 3.938072], [3.178876, -1.891777, 4.390792], [1.789256, -3.609867, 4.678322], [6.052246, -3.474087, 6.981542], [-0.113174, -0.628677, 6.515512], [-0.386934, -0.938617, 5.023532], [-1.566774, -0.314157, 4.598402], [-0.763184, -1.557657, 7.469242], [-0.406284, 0.372063, 6.832892], [0.972086, -0.670717, 6.607862], [-0.410724, -2.016167, 4.861012], [0.375596, -0.538397, 4.355342], [-1.776814, -0.603687, 3.707532], [-1.624044, -1.160697, 7.620742], [2.954656, -1.046227, -6.099728], [3.895286, 0.144363, -5.203488], [4.006596, -0.179937, -3.664538], [4.706816, 1.114553, -2.693718], [3.415146, 1.122453, -5.173458], [4.934336, 0.220643, -5.523888], [4.533636, -1.106707, -3.437768], [3.010626, -0.359487, -3.259678], [6.021206, 4.310333, -0.787268], [7.449716, 3.346583, -0.145288], [6.980226, 1.870363, -0.054828], [5.705056, 1.766413, 1.218432], [7.732926, 3.814423, 0.797592], [8.305296, 3.518793, -0.798288], [7.814106, 1.228673, 0.229732], [6.823396, 1.539433, -1.081468], [-1.461944, 3.002163, 2.380742], [-1.827334, 3.454933, 4.051532], [-0.519704, 3.573413, 4.929182], [0.268626, 5.159233, 4.665282], [-2.399454, 2.622243, 4.460712], [-2.411734, 4.374923, 4.065432], [0.090226, 2.744513, 4.569992], [-0.652634, 3.451723, 6.004172], [-0.815314, -2.797397, -2.859418], [-0.117294, -4.065807, -3.921668], [1.270456, -4.503677, -3.321188], [2.386476, -3.145047, -3.595068], [-0.015754, -3.677037, -4.934898], [-0.788664, -4.919727, -4.012258], [1.603526, -5.483227, -3.664208], [1.167956, -4.572397, -2.238198], [-4.049044, -4.934687, -4.808768], [-3.802264, -3.194507, -5.212008], [-5.051314, -2.334227, -4.972398], [-4.608224, -0.567447, -5.096678], [-3.418184, -3.113527, -6.228878], [-3.052554, -2.861817, -4.494118], [-5.538964, -2.599287, -4.034288], [-5.892444, -2.622757, -5.602758]], "forces_ev_per_a": [[1.19, -0.16, -0.44], [-0.36, -1.06, 1.79], [0.05, 1.16, -1.25], [0.19, 1.03, -0.23], [-0.40, -0.08, 0.65], [0.53, 1.47, 0.00], [0.09, -1.34, -0.21], [0.96, 0.10, 0.66], [0.02, -0.86, -0.68], [-1.58, 0.05, 0.61], [0.09, 0.16, 0.28], [-0.39, 0.23, -0.22], [-0.35, -0.23, 0.15], [0.96, 0.35, -0.22], [-0.60, -0.30, 0.17], [0.45, 0.19, -0.09], [0.09, -0.24, 0.26], [0.54, -0.52, 0.01], [-0.44, 0.08, -0.20], [0.28, -0.15, 0.08], [-0.11, 0.32, 0.37], [-0.19, 0.16, -0.27], [0.17, -0.03, 0.03], [0.02, 0.09, -0.43], [-0.55, -0.17, 0.06], [-0.64, 0.14, -0.65], [0.06, 0.00, -0.15], [0.23, -0.98, -0.12], [-0.20, 0.07, -0.29], [0.35, -0.04, 0.20], [1.71, -3.00, 2.68], [0.30, 0.54, 0.06], [-1.37, 1.20, -1.00], [-0.65, 0.60, -0.59], [0.09, 1.08, -1.15], [-0.91, -0.37, 0.32], [0.22, -0.83, -0.13], [0.08, 0.06, -0.13], [0.06, 0.95, -0.06], [0.60, 0.26, 0.08], [-0.54, 0.44, -0.14], [-0.96, 2.01, -1.00], [1.22, 0.09, 2.43], [-1.58, -1.89, 0.41], [1.84, -0.86, -1.58], [0.36, 0.19, 0.05], [0.10, -0.35, 0.78], [0.05, 0.15, -0.16], [-0.07, -0.34, -0.11], [-0.53, 0.63, -0.53], [-0.46, 0.52, -0.16], [0.04, -0.14, 0.10], [1.12, 0.44, 0.64], [-0.17, -2.11, 0.05], [-0.69, 0.35, -0.18], [-0.31, 0.38, -0.73], [0.52, -0.57, 0.22], [0.13, 0.67, 0.48], [-0.13, -0.01, -0.40], [-0.16, 0.49, -0.18], [-0.30, -0.92, -0.08], [0.28, 0.18, 0.48], [-1.33, 0.51, 0.19], [0.92, 1.02, -1.28], [-0.09, 0.24, -0.50], [-0.04, -0.45, 0.52], [-0.05, -0.16, 0.20], [0.83, -0.06, 0.42], [-0.01, -0.24, -0.09], [-0.16, -0.19, 0.04], [0.26, 0.27, 0.03], [0.83, 0.63, 2.57], [-1.15, -1.32, -0.66], [0.18, 0.36, -0.22], [-0.06, -0.08, -0.80], [-0.32, -0.02, -0.67], [0.33, 0.16, -0.29], [-0.11, 0.21, -0.11], [0.89, -0.24, 0.15], [-0.87, 0.01, 0.01], [1.65, 1.25, 0.19], [0.39, -0.43, -1.01], [-0.37, -0.34, 0.15], [-0.29, -0.35, -0.37], [0.00, 0.15, 0.61], [-1.35, -0.07, 0.30], [-0.08, 0.34, -0.03], [0.65, -0.04, 1.72], [-0.95, -0.27, -1.32], [0.08, -0.37, -0.02], [-0.09, 0.10, -0.03], [0.11, -0.14, -0.10], [0.48, 0.32, 0.17], [-0.44, 0.11, -0.21], [-0.14, -0.32, -0.38], [1.11, -0.73, 0.27], [-1.78, 0.70, 0.31], [0.44, -0.50, -0.07], [0.18, 0.27, 0.21], [-0.17, 0.10, 0.51], [0.29, 0.41, -0.51], [-0.09, -0.07, -0.04], [-0.19, 0.36, -0.32], [-0.01, 0.62, 0.65], [-0.42, -0.83, -0.05], [-0.54, -1.33, -0.02], [-0.15, -0.08, 0.12], [0.11, 0.00, -0.26], [0.80, 0.61, 0.64], [0.39, 0.58, -0.96]], "lumo_ev": [1.606, 1.593], "mol_weight_g_mol": 1322.12, "multiplicity": 2, "total_energy_ev": -333680.9614, "total_charge": -1, "gap_ev": [2.28, 8.54], "s2": 0.7521}

{"formula": "C5H10NO", "method": "ωB97M-V with the def2-TZVPD basis set", "elements": ["C", "C", "C", "C", "N", "C", "O", "H", "H", "H", "H", "H", "H", "H", "H", "H", "H"], "coordinates": [[1.947191, -0.549251, -1.715382], [1.211797, 0.427799, -1.198573], [-0.216520, 0.397088, -0.808060], [-0.379666, 0.507748, 0.721999], [-1.638750, 1.168846, 0.972009], [-0.421225, -1.004371, 1.226741], [-0.257419, -1.180932, 2.517061], [1.461867, -1.477278, -1.983292], [3.024614, -0.471348, -1.711588], [1.758555, 1.309940, -0.894469], [-0.708347, -0.558676, -1.045578], [-0.802277, 1.171593, -1.309216], [0.488702, 0.995769, 1.169103], [-2.410347, 0.531902, 0.782881], [-1.792965, 1.540519, 1.902386], [-1.490650, -1.229808, 0.864107], [0.225440, -1.579539, 0.509873]], "forces_ev_per_a": [[-0.46, 0.01, 0.35], [0.47, -0.14, 0.04], [-0.45, -0.07, -0.06], [0.04, -1.42, -0.61], [-0.75, 1.29, 0.13], [-0.67, 0.88, 0.14], [0.28, -0.18, 0.28], [0.20, -0.23, -0.07], [0.08, -0.05, -0.40], [-0.01, 0.36, 0.10], [0.26, 0.04, -0.40], [0.16, 0.23, 0.06], [-0.30, 0.26, 0.21], [0.29, -0.06, 0.11], [0.46, -0.41, 0.04], [0.17, -0.38, -0.17], [0.24, -0.12, 0.26]], "lumo_ev": 4.052, "mol_weight_g_mol": 100.14, "smiles": "C=CC[C@@H](N)C[O-]", "multiplicity": 1, "total_energy_ev": -8883.3773, "e_above_lowest_kcal_mol": 17.1, "total_charge": -1, "gap_ev": 6.37}